A structure of composition C20H25K3N5O16S4Zn. Source: OMol25; level of theory: wB97M-V/def2-TZVPD.

Spin multiplicity: 1
Frontier orbital gap, eV: 1.2776
LUMO energy, eV: 2.66
Total charge: -3

CARTESIAN COORDINATES (ANGSTROEM)
Zn -18.35561 35.04666 21.82518
K -21.12912 34.80274 26.21116
K -14.93195 29.90270 22.58570
K -13.75505 38.89860 22.19000
S -23.12753 36.43502 22.05250
O -23.02964 37.83152 21.58524
O -23.87614 35.63868 21.04763
O -21.76910 35.85550 22.08821
O -23.72177 36.23045 23.37429
S -18.44780 32.13405 19.46373
O -18.49701 32.17668 20.90106
O -18.31092 33.55439 19.22893
O -17.22299 31.41627 19.15681
O -19.65003 31.62019 18.82954
S -15.53067 34.88044 24.57324
O -14.92703 36.00682 25.26953
O -15.33701 35.05981 23.13500
O -14.98692 33.60673 25.02929
O -16.95758 34.89402 24.64438
S -18.48619 39.66256 20.15705
O -17.22673 40.24747 19.73823
O -19.22711 40.57940 20.99140
O -19.46675 39.58566 19.11628
O -18.08241 38.41501 20.81901
N -10.40842 35.53376 24.82944
C -9.22761 36.21015 25.16472
C -8.25385 35.96840 24.18796
C -8.75515 34.97188 23.27509
C -10.11095 34.88233 23.64442
H -11.29766 35.61639 25.30116
H -9.23125 36.74002 26.10579
H -7.24265 36.34761 24.17940
H -8.32399 34.72791 22.31540
H -10.86448 34.27390 23.16651
N -20.17397 39.97638 25.80359
C -19.09927 39.73517 26.60519
C -19.57281 39.65923 27.92409
C -20.90600 39.53459 27.82883
C -21.27127 39.92829 26.55792
H -20.17988 39.97347 24.79361
H -18.06421 39.81338 26.30701
H -19.01091 39.38142 28.80358
H -21.45515 39.37131 28.74435
H -22.22528 39.97820 26.05416
N -14.22172 35.81437 17.54129
C -14.07890 36.53015 16.41181
C -12.76841 36.94625 16.28484
C -12.11670 36.48114 17.37301
C -12.99318 35.78561 18.10149
H -15.07296 35.39496 17.88711
H -14.94604 36.68151 15.78605
H -12.29671 37.49546 15.48343
H -11.09439 36.62235 17.69137
H -12.78955 35.23621 19.00874
N -18.71599 31.48378 27.67240
C -19.69247 30.89009 26.91029
C -20.76216 30.65521 27.73935
C -20.45071 31.07539 29.02685
C -19.16691 31.65624 28.94356
H -17.81779 31.73616 27.28556
H -19.54562 30.69159 25.85889
H -21.68198 30.13506 27.51621
H -21.02386 31.05704 29.94203
H -18.53697 32.18707 29.64199
N -14.19828 37.40222 29.86721
C -13.27777 38.24677 30.39602
C -13.65727 38.39562 31.71027
C -14.79199 37.59579 32.00965
C -15.08573 37.02674 30.81829
H -14.40052 37.24710 28.88990
H -12.52169 38.61841 29.72028
H -13.30950 39.26399 32.25007
H -15.35984 37.65027 32.92670
H -15.95985 36.46813 30.51784


An isolated molecule of C4H5N3. Source: OMol25; level of theory: wB97M-V/def2-TZVPD.

Spin multiplicity: 1
Energy relative to the best compared isomer or geometry (same formula, charge and spin), kcal/mol: 63.34
Frontier orbital gap, eV: 9.8075
LUMO energy, eV: 0.63
SMILES: N#C[C@H]1CN=CN1

CARTESIAN COORDINATES (ANGSTROEM)
N -2.36310 1.93684 0.87816
C -1.50153 1.20720 0.61350
C -0.36118 0.49717 0.10863
C 0.88193 -0.06952 0.87738
N 1.53552 -1.01950 -0.03653
C 0.69926 -1.24045 -0.97055
N -0.48976 -0.52359 -0.90732
H -0.21758 1.69365 -0.22300
H 1.54215 0.76341 1.08948
H 0.67101 -0.59606 1.81871
H 0.88979 -1.92520 -1.80176
H -1.31095 -0.71876 -1.45447


A structure of composition C17H14MnN2S6Te. Source: OMol25; level of theory: wB97M-V/def2-TZVPD.

Spin multiplicity: 5
Energy relative to the best compared isomer or geometry (same formula, charge and spin), kcal/mol: 5.66
Frontier orbital gap (spin up / spin down), eV: 6.3935 / 4.2021
LUMO energy (spin up / spin down), eV: -3.49 / -5.85
Expectation value of S²: 6.08
Total charge: +1

CARTESIAN COORDINATES (ANGSTROEM)
Mn -0.73009 0.41074 -0.10874
N -2.24944 0.73882 1.58924
C -1.78694 -0.08128 2.69598
C -2.39776 -0.07999 3.91989
C -1.91266 -0.89501 4.95883
C -0.82300 -1.69316 4.75719
C -0.16791 -1.71101 3.50692
C 0.96814 -2.50573 3.24415
C 1.52381 -2.47642 1.99634
C 0.95653 -1.66046 1.01068
N -0.08305 -0.87530 1.21811
C -0.65959 -0.89540 2.46062
H -3.17550 0.42588 1.30968
H -2.36061 1.69355 1.91731
H -3.25903 0.55292 4.09543
H -2.41081 -0.87759 5.91821
H -0.45120 -2.33054 5.54909
H 1.38269 -3.12859 4.02639
H 2.38621 -3.07691 1.74442
H 1.36474 -1.67011 0.00865
C 2.10631 0.32620 -4.91362
S 1.67766 1.34923 -3.48713
C 2.64914 0.66569 -2.25092
C 2.39826 0.92147 -0.91187
S 1.06714 1.80150 -0.29969
S 3.62248 0.33767 0.18875
C 4.60418 -0.49616 -0.98782
S 5.92589 -1.36441 -0.61854
S 4.04073 -0.30243 -2.62427
H 1.58778 0.77832 -5.75497
H 1.74470 -0.68956 -4.75893
H 3.17896 0.34396 -5.09405
Te -1.40491 -1.30575 -1.95788
C -1.94116 0.62080 -2.60899
C -2.35544 1.64644 -1.79007
C -2.60287 2.86238 -2.49446
C -2.38710 2.73844 -3.82642
S -1.89465 1.14809 -4.24574
H -2.66071 1.49691 -0.75864
H -2.95244 3.77226 -2.02887
H -2.51846 3.48453 -4.59426


An isolated molecule of C3H3NO2S. Source: OMol25; level of theory: wB97M-V/def2-TZVPD.

Spin multiplicity: 1
Energy relative to the best compared isomer or geometry (same formula, charge and spin), kcal/mol: 92.83
Frontier orbital gap, eV: 9.1888
LUMO energy, eV: -0.07
SMILES: O=C=CS/C=N\O

CARTESIAN COORDINATES (ANGSTROEM)
O -3.52628 0.41889 -2.07836
C -2.66860 0.59089 -1.31964
C -1.68059 0.76374 -0.49548
S -0.94476 -0.61434 0.36528
C 0.67925 -0.60302 -0.40383
N 1.75249 -1.00126 0.09788
O 1.81787 -1.50536 1.34531
H -1.32836 1.73503 -0.20112
H 0.68800 -0.19374 -1.39839
H 0.95955 -1.44456 1.81338


A structure of composition C4H8N4. Source: OMol25; level of theory: wB97M-V/def2-TZVPD.

Spin multiplicity: 1
Energy relative to the best compared isomer or geometry (same formula, charge and spin), kcal/mol: 182.12
Frontier orbital gap, eV: 8.9784
LUMO energy, eV: 0.28

CARTESIAN COORDINATES (ANGSTROEM)
C 1.80134 -0.24406 -0.20134
C -0.32008 1.31697 0.27932
C -1.68255 -0.72433 0.82469
C -1.91399 -0.46926 -0.70663
H 1.61207 -2.14887 0.23809
H 2.34864 0.74159 -0.19383
H -1.47400 1.55963 0.95983
H 0.43876 3.31618 0.31804
H -1.25399 0.10240 1.52269
H -2.29289 -1.66808 1.24975
H -2.74700 -1.26241 -1.19798
H -2.12579 0.47245 -1.19052
N 2.34745 -1.39429 0.20636
N 0.33061 0.00947 -0.32549
N 0.48678 2.30983 -0.07805
N -0.56686 -0.98055 -0.21457


An isolated molecule of C9H11NO. Source: OMol25; level of theory: wB97M-V/def2-TZVPD.

Spin multiplicity: 1
Energy relative to the best compared isomer or geometry (same formula, charge and spin), kcal/mol: 106.17
Frontier orbital gap (spin up / spin down), eV: 8.4693 / 8.4656
LUMO energy (spin up / spin down), eV: 0.83 / 0.83

CARTESIAN COORDINATES (ANGSTROEM)
C 2.25342 0.51418 0.42801
C 1.28291 0.50074 1.33851
C -1.72869 -0.29887 -0.79374
C 0.77701 -0.39517 -1.37045
C -2.29552 1.32898 0.74924
C 1.58234 0.85955 -0.89233
C 0.05334 0.80485 0.53775
C -0.31170 -0.45259 -0.27557
C -0.30459 -1.74015 0.55099
N -2.55624 0.48477 -0.27163
O 0.52834 1.69460 -0.46479
H 3.29921 0.31027 0.54201
H 1.31242 0.26150 2.38332
H -2.05555 -0.94207 -1.60189
H 0.35820 -0.19818 -2.35818
H 1.37926 -1.29918 -1.39982
H -2.54425 1.01253 1.74899
H -2.32709 2.37987 0.51912
H 2.20505 1.33428 -1.64768
H 0.71636 -2.07811 0.70647
H -0.86663 -2.52659 0.05003
H -0.75760 -1.55520 1.52165